(a)
Entry from the Open Molecules 2025 dataset: an isolated molecule of C3H3NO2S (ωB97M-V/def2-TZVPD).

Structure (XYZ):
```
10
Properties=species:S:1:pos:R:3:lowdin_charge:R:1
O -2.07182 -1.67529 -0.24075 0.093
C -1.22538 -0.97358 0.26678 -0.220
C -0.99909 0.46772 -0.23251 -0.344
O -1.89553 1.06470 -0.79536 0.131
C 0.29037 1.16433 0.12418 -0.218
N 1.47835 0.72324 0.06829 -0.339
S 1.76555 -0.84212 -0.52069 0.790
H -0.59124 -1.31305 1.10989 0.111
H 0.18751 2.22372 0.42912 0.129
H 3.06127 -0.83967 -0.20895 -0.134
```

Computed properties:
* LUMO energy: -0.047 Eh
* gap between HOMO and LUMO: 8.625 eV
* total charge: 0
* E_HOMO: -9.904 eV

=====

(b)
Entry from the Open Molecules 2025 dataset: an isolated molecule of C3H3NO2S (ωB97M-V/def2-TZVPD).

Structure (XYZ):
```
10
Properties=species:S:1:pos:R:3:lowdin_charge:R:1
C 0.09814 -0.00913 -0.01912 -0.017
C 0.29592 -1.30000 -0.66658 -0.490
N 0.46661 -1.43300 -2.00363 -0.238
S 0.85482 -3.05680 -2.30251 1.019
C 0.68555 -3.52667 -0.58742 -0.768
O 0.70141 -4.57496 -0.03855 0.094
O 0.46744 -2.38843 0.07314 0.076
H 0.64587 0.74470 -0.62584 0.098
H 0.20069 0.19349 1.12248 0.130
H -0.97157 0.24650 -0.17817 0.095
```

Computed properties:
* LUMO energy: 0.023 Eh
* gap between HOMO and LUMO: 9.914 eV
* total charge: 0
* E_HOMO: -9.293 eV

=====

How do the energies compare? Relative to the most stable structure, in kcal/mol: (a) 40.2; (b) 0.0.

=====

(a)
Entry from the Open Molecules 2025 dataset: an isolated molecule of C3H3NO2S (ωB97M-V/def2-TZVPD).

Structure (XYZ):
```
10
Properties=species:S:1:pos:R:3:lowdin_charge:R:1
O 0.31257 2.15998 -0.15549 0.062
C -0.01883 0.99800 -0.19015 -0.502
C -1.33109 0.34278 -0.06266 0.039
C -1.09881 -0.98334 -0.07700 -0.095
O 0.20036 -1.30994 -0.21117 -0.056
N 0.86895 -0.08807 -0.38478 -0.446
S 2.53256 -0.10927 -0.14570 0.886
H -2.25881 0.85098 0.03841 0.107
H -1.76525 -1.83187 0.00626 0.135
H 2.55835 -0.02925 1.18229 -0.129
```

Computed properties:
* LUMO energy: 0.023 Eh
* gap between HOMO and LUMO: 10.197 eV
* total charge: 0
* E_HOMO: -9.582 eV

=====

(b)
Entry from the Open Molecules 2025 dataset: an isolated molecule of C3H3NO2S (ωB97M-V/def2-TZVPD).

Structure (XYZ):
```
10
Properties=species:S:1:pos:R:3:lowdin_charge:R:1
O -2.66091 -0.50636 -0.14912 0.189
C -1.56921 -0.16456 -0.10879 -0.598
C -0.33433 -1.08245 0.23473 -0.023
C 0.72209 -0.03847 0.03892 -0.928
S 2.36446 -0.17398 -0.12190 0.638
N 0.14683 1.05254 0.23026 0.047
O -1.29204 1.06812 -0.09378 0.147
H -0.14176 -2.12186 -0.27126 0.172
H -0.56579 -1.31613 1.24809 0.122
H 0.56069 2.07269 0.31578 0.232
```

Computed properties:
* LUMO energy: -0.003 Eh
* gap between HOMO and LUMO: 8.870 eV
* total charge: 0
* E_HOMO: -8.965 eV

=====

(c)
Entry from the Open Molecules 2025 dataset: an isolated molecule of C3H3NO2S (ωB97M-V/def2-TZVPD).

Structure (XYZ):
```
10
Properties=species:S:1:pos:R:3:lowdin_charge:R:1
O 2.44550 -0.59499 -0.07808 0.097
C 1.28892 -0.24697 -0.00569 -0.511
C 0.83501 1.19311 0.06591 -0.399
S -0.91680 1.20015 -0.02971 1.009
C -1.00641 -0.58979 0.01658 -0.752
O -2.00473 -1.25886 -0.03433 0.048
N 0.23582 -1.10967 0.10114 0.140
H 1.23885 1.73519 -0.81334 0.105
H 1.17483 1.60499 1.01725 0.098
H 0.37312 -2.08210 0.00202 0.165
```

Computed properties:
* LUMO energy: 0.017 Eh
* gap between HOMO and LUMO: 10.538 eV
* total charge: 0
* E_HOMO: -10.080 eV

=====

How do the energies compare? Relative to the most stable structure, in kcal/mol: (a) 72.5; (b) 88.6; (c) 0.0.

=====

(a)
Entry from the Open Molecules 2025 dataset: an isolated molecule of C4H6FN3 (ωB97M-V/def2-TZVPD).

Structure (XYZ):
```
14
Properties=species:S:1:pos:R:3:lowdin_charge:R:1
C 1.65008 0.86512 0.50600 0.022
C 0.63946 -0.22284 0.06972 -0.282
F 1.09477 -1.29969 0.88486 -0.068
N -0.76341 -0.20814 0.16709 -0.092
C -1.65564 -1.16537 -0.21016 -0.015
C -2.91160 -0.59741 0.08704 -0.122
N -2.68675 0.63730 0.51412 -0.005
N -1.43586 0.88858 0.56643 0.040
H 1.03586 1.71413 0.71226 0.067
H 2.13831 0.57557 1.35160 0.055
H 2.29900 1.15594 -0.21711 0.047
H 1.04572 -0.74261 -0.85964 0.169
H -1.21580 -2.08092 -0.50587 0.110
H -3.75364 -1.16384 -0.10078 0.073
```

Computed properties:
* LUMO energy: 0.029 Eh
* gap between HOMO and LUMO: 10.820 eV
* total charge: 0
* E_HOMO: -10.026 eV

=====

(b)
Entry from the Open Molecules 2025 dataset: an isolated molecule of C4H6FN3 (ωB97M-V/def2-TZVPD).

Structure (XYZ):
```
14
Properties=species:S:1:pos:R:3:lowdin_charge:R:1
N -2.33083 0.41319 1.84389 -0.009
C -2.11775 0.23909 0.38019 -0.223
C -0.68593 0.05297 -0.06252 -0.258
C 0.32145 0.94242 -0.31841 0.034
C 1.42895 0.09421 -0.62708 -0.343
F 2.71225 0.49081 -0.88831 0.049
N 1.14637 -1.17686 -0.57234 0.097
N -0.10871 -1.19344 -0.14855 0.003
H -1.68976 1.19406 2.06279 0.072
H -1.85529 -0.38187 2.29218 0.068
H -2.50649 1.16997 -0.11880 0.126
H -2.74656 -0.59588 0.03186 0.110
H 0.28596 2.03107 -0.28679 0.116
H -0.52627 -2.10708 -0.08062 0.157
```

Computed properties:
* LUMO energy: 0.029 Eh
* gap between HOMO and LUMO: 10.357 eV
* total charge: 0
* E_HOMO: -9.555 eV

=====

How do the energies compare? Relative to the most stable structure, in kcal/mol: (a) 35.4; (b) 0.0.

=====

(a)
Entry from the Open Molecules 2025 dataset: an isolated molecule of C22H30N4O (ωB97M-V/def2-TZVPD).

Structure (XYZ):
```
57
Properties=species:S:1:pos:R:3:lowdin_charge:R:1
C -6.72668 -2.00601 0.16296 -0.056
C -5.31490 -1.51101 0.07167 -0.285
C -4.45171 -2.00276 -0.89860 -0.040
C -3.14275 -1.56272 -0.97337 -0.022
C -2.66482 -0.61870 -0.07660 -0.219
C -1.22399 -0.16794 -0.11484 -0.262
C -0.46768 -0.95638 0.97604 -0.113
N 0.90981 -1.23046 0.64546 0.069
C 1.27999 -2.46158 0.19570 -0.547
O 0.55345 -3.43337 0.19052 0.061
N 2.57719 -2.56449 -0.26876 0.132
C 3.61234 -1.62990 -0.29628 -0.242
C 4.50056 -1.64317 -1.37059 -0.031
C 5.53737 -0.73174 -1.42343 -0.080
C 5.70346 0.20118 -0.41558 -0.060
C 4.84659 0.20939 0.67858 -0.276
C 5.03189 1.20928 1.77960 -0.048
C 3.81336 -0.71417 0.73555 -0.004
N -1.16432 1.27759 0.08778 -0.127
C 0.17067 1.82005 0.24947 -0.177
C 0.08700 3.31534 0.54609 -0.190
N -0.57242 4.00790 -0.54166 -0.232
C -0.59269 5.43861 -0.33716 -0.105
C -1.90618 3.46298 -0.70547 -0.188
C -1.81567 1.97391 -1.00944 -0.165
C -3.52213 -0.12924 0.90071 -0.031
C -4.83070 -0.56726 0.96944 -0.038
H -7.11045 -2.26835 -0.82039 0.075
H -6.76738 -2.89852 0.78839 0.083
H -7.37482 -1.25389 0.60689 0.074
H -4.80861 -2.73848 -1.60518 0.111
H -2.48523 -1.96046 -1.73290 0.116
H -0.78463 -0.44810 -1.09345 0.157
H -0.52602 -0.41479 1.92393 0.131
H -0.94301 -1.93265 1.09942 0.128
H 1.48563 -0.44895 0.37401 0.093
H 2.74768 -3.43320 -0.75630 0.151
H 4.37121 -2.37026 -2.15896 0.110
H 6.21912 -0.74718 -2.26081 0.104
H 6.51054 0.91657 -0.46793 0.110
H 4.48654 0.91348 2.67225 0.075
H 4.66488 2.18571 1.46166 0.083
H 6.08545 1.31550 2.02907 0.080
H 3.18187 -0.74866 1.61072 0.117
H 0.66103 1.34090 1.09785 0.111
H 0.78372 1.67292 -0.65983 0.134
H 1.09758 3.71772 0.65587 0.120
H -0.45315 3.45823 1.50004 0.129
H -1.06654 5.91276 -1.19541 0.083
H -1.14019 5.73199 0.57302 0.087
H 0.43126 5.80191 -0.25918 0.082
H -2.39462 3.97508 -1.53779 0.122
H -2.51649 3.60827 0.20396 0.128
H -2.81977 1.56658 -1.13954 0.122
H -1.25557 1.83639 -1.95202 0.133
H -3.15403 0.60968 1.59545 0.116
H -5.48754 -0.17363 1.73248 0.110
```

Computed properties:
* LUMO energy: 0.026 Eh
* gap between HOMO and LUMO: 9.183 eV
* total charge: 0
* E_HOMO: -8.486 eV

=====

(b)
Entry from the Open Molecules 2025 dataset: an isolated molecule of C22H30N4O (ωB97M-V/def2-TZVPD).

Structure (XYZ):
```
57
Properties=species:S:1:pos:R:3:lowdin_charge:R:1
C 1.57215 -7.03899 -2.03325 -0.055
C 1.45457 -5.55979 -1.82533 -0.287
C 0.23250 -4.91365 -1.94937 -0.036
C 0.11860 -3.55325 -1.72949 -0.023
C 1.22114 -2.79247 -1.36410 -0.167
C 1.10887 -1.29259 -1.13996 -0.248
C 1.77689 -0.88661 0.19977 -0.117
N 1.96380 0.53972 0.31349 0.072
C 1.28173 1.29440 1.22641 -0.544
O 0.55438 0.80306 2.06237 0.059
N 1.52874 2.64154 1.08560 0.133
C 1.04973 3.70264 1.85907 -0.221
C 1.51793 4.98129 1.56547 -0.045
C 1.07210 6.06493 2.29773 -0.090
C 0.16175 5.88799 3.32313 -0.066
C -0.31434 4.61700 3.62488 -0.273
C -1.30810 4.42768 4.73073 -0.049
C 0.13169 3.53023 2.88912 0.025
N -0.26285 -0.84973 -1.29599 -0.138
C -1.14451 -1.05079 -0.15872 -0.162
C -2.58938 -0.92071 -0.63283 -0.185
N -2.80553 0.39912 -1.19411 -0.228
C -4.18326 0.60352 -1.57823 -0.106
C -1.89655 0.61340 -2.30202 -0.191
C -0.45530 0.48683 -1.81347 -0.169
C 2.45202 -3.43364 -1.27673 -0.040
C 2.56493 -4.79367 -1.49711 -0.045
H 0.82966 -7.39110 -2.74574 0.075
H 2.56329 -7.30323 -2.39489 0.075
H 1.40756 -7.56106 -1.08987 0.083
H -0.64367 -5.48214 -2.22825 0.111
H -0.83394 -3.06805 -1.86156 0.098
H 1.68478 -0.81188 -1.94582 0.150
H 1.15761 -1.19249 1.04341 0.124
H 2.74969 -1.37790 0.28829 0.111
H 2.49713 0.98628 -0.41519 0.139
H 2.18374 2.91732 0.36768 0.137
H 2.23155 5.12376 0.76494 0.104
H 1.44058 7.05357 2.06541 0.101
H -0.18224 6.73852 3.89340 0.108
H -1.48491 3.37171 4.91516 0.075
H -2.25598 4.89736 4.46861 0.083
H -0.95035 4.89118 5.64890 0.080
H -0.22675 2.53935 3.11181 0.102
H -0.98081 -2.04825 0.25272 0.128
H -0.97539 -0.30596 0.63270 0.113
H -3.26332 -1.05104 0.21694 0.123
H -2.80732 -1.71052 -1.37664 0.121
H -4.81865 0.47579 -0.70302 0.083
H -4.30286 1.62045 -1.94998 0.082
H -4.51789 -0.09774 -2.36064 0.087
H -2.06226 1.61771 -2.70044 0.120
H -2.06501 -0.11939 -3.11301 0.127
H 0.22597 0.65396 -2.65252 0.123
H -0.28475 1.26342 -1.04916 0.117
H 3.34665 -2.87116 -1.05107 0.105
H 3.53418 -5.26597 -1.41921 0.110
```

Computed properties:
* LUMO energy: 0.020 Eh
* gap between HOMO and LUMO: 8.669 eV
* total charge: 0
* E_HOMO: -8.122 eV

=====

How do the energies compare? Relative to the most stable structure, in kcal/mol: (a) 0.0; (b) 2.2.

=====

(a)
Entry from the Open Molecules 2025 dataset: C5H9O3Pm as an isolated structure (ωB97M-V/def2-TZVPD).

Structure (XYZ):
```
18
Properties=species:S:1:pos:R:3:mulliken_spin:R:1
H 0.26325 -0.39859 -1.12178 -0.117
C -1.47304 1.09944 2.90224 0.003
O -0.93806 1.13255 1.60529 0.001
C -1.65303 0.33443 0.69178 -0.036
C -1.00271 0.37098 -0.65681 0.482
H -0.84396 1.72859 3.54324 0.000
H -2.50779 1.48400 2.91598 -0.001
H -1.47736 0.07109 3.30627 0.000
H -2.69964 0.69131 0.62720 0.036
H -1.70401 -0.70850 1.06697 0.016
H -0.73555 1.39069 -0.95879 0.013
H -1.70452 0.06430 -1.44099 0.009
O 1.69991 -2.46532 -2.09961 -0.092
C 1.66830 -1.18539 -1.73580 0.405
C 2.75264 -0.38466 -1.88919 -0.154
O 3.96802 -0.92535 -2.20346 -0.114
Pm 3.68513 -2.99068 -2.85881 4.557
H 2.70241 0.69109 -1.69372 -0.007
```

Computed properties:
* LUMO energy (alpha / beta): -0.202 / -0.196 Eh
* gap between HOMO and LUMO (alpha / beta): 5.699 / 6.489 eV
* spin multiplicity: 6
* total charge: +1
* E_HOMO (alpha / beta): -11.183 / -11.823 eV

=====

(b)
Entry from the Open Molecules 2025 dataset: C5H9O3Pm as an isolated structure (ωB97M-V/def2-TZVPD).

Structure (XYZ):
```
18
Properties=species:S:1:pos:R:3:mulliken_spin:R:1
H 1.55142 -2.90218 -1.28853 0.002
C -2.23626 -6.72043 -2.06452 0.003
O -1.10407 -5.97695 -2.43467 0.007
C 0.07410 -6.41791 -1.80686 -0.087
C 1.23229 -5.60411 -2.24260 0.909
H -3.09992 -6.30254 -2.59511 -0.001
H -2.12156 -7.78471 -2.33732 -0.001
H -2.42046 -6.65415 -0.97695 0.000
H 0.24178 -7.49286 -2.02353 0.076
H -0.04415 -6.34631 -0.70150 0.040
H 1.23158 -5.22531 -3.26589 0.032
H 2.20370 -5.84652 -1.80996 0.022
O 2.06573 -1.50380 0.29636 -0.125
C 1.65262 -1.78435 -0.95778 -0.083
C 1.31469 -0.78634 -1.81212 -0.103
O 1.29704 0.50746 -1.40122 -0.104
Pm 2.14989 0.66355 0.60953 4.415
H 0.99910 -1.00079 -2.84039 -0.002
```

Computed properties:
* LUMO energy (alpha / beta): -0.206 / -0.202 Eh
* gap between HOMO and LUMO (alpha / beta): 4.820 / 6.206 eV
* spin multiplicity: 6
* total charge: +1
* E_HOMO (alpha / beta): -10.431 / -11.701 eV

=====

How do the energies compare? Relative to the most stable structure, in kcal/mol: (a) 39.6; (b) 0.0.

=====

(a)
Entry from the Open Molecules 2025 dataset: a 3-piece molecular cluster, C3H7O2 overall (ωB97M-V/def2-TZVPD).

Structure (XYZ):
```
12
Properties=species:S:1:pos:R:3:lowdin_charge:R:1
C -1.33979 -0.67502 0.25769 -0.148
O -2.46066 -0.80817 -0.20716 -0.076
H -1.04136 -0.98314 1.25505 0.067
H -0.59812 -0.62411 -0.55440 0.058
H 1.53378 -7.48509 0.02938 0.000
C 0.63670 1.65319 -1.04259 -0.141
C 1.49155 1.22394 -0.05658 -0.554
O 1.22518 0.56650 1.01883 -0.248
H 1.17389 1.93578 -1.95920 -0.017
H -0.40867 1.91101 -0.93450 -0.001
H 2.57880 1.34894 -0.23533 0.060
H 2.25967 -7.43124 0.17592 0.000
```

Computed properties:
* LUMO energy: 0.152 Eh
* gap between HOMO and LUMO: 6.545 eV
* total charge: -1
* E_HOMO: -2.409 eV

=====

(b)
Entry from the Open Molecules 2025 dataset: an isolated ion of composition C3H7O2 and charge -1 (ωB97M-V/def2-TZVPD).

Structure (XYZ):
```
12
Properties=species:S:1:pos:R:3:lowdin_charge:R:1
O -2.16485 0.36110 -0.04818 -0.378
C -1.39529 -0.67288 -0.35492 -0.558
C 0.19983 -0.25601 -0.69105 -0.187
C 0.77476 0.52046 0.52705 -0.196
O 2.26394 0.10361 0.66517 -0.198
H -1.83784 -1.09484 -1.39117 0.075
H -1.39389 -1.47870 0.39463 0.053
H 0.86511 -1.09458 -0.83988 0.065
H 0.14950 0.33891 -1.60956 0.077
H 0.38440 0.31532 1.58696 0.130
H 0.89763 1.56444 0.28585 0.080
H 2.68770 0.28922 -0.18325 0.037
```

Computed properties:
* LUMO energy: 0.148 Eh
* gap between HOMO and LUMO: 6.221 eV
* total charge: -1
* E_HOMO: -2.193 eV

=====

(c)
Entry from the Open Molecules 2025 dataset: a 2-piece molecular cluster, C3H7O2 overall (ωB97M-V/def2-TZVPD).

Structure (XYZ):
```
12
Properties=species:S:1:pos:R:3:lowdin_charge:R:1
C 1.89102 0.71994 -0.69050 -0.216
O 0.60777 0.63056 -1.23484 -0.178
H 2.22193 1.75943 -0.76096 0.061
H 1.89642 0.40520 0.35847 0.073
H 2.60336 0.08143 -1.23004 0.058
O -1.77094 0.38607 2.10596 -0.188
C -1.75554 -0.02273 0.91987 -0.557
C -1.17222 -1.18440 0.42566 -0.147
H -2.21592 0.65640 0.16879 0.078
H 0.02586 0.03377 -0.69156 0.008
H -1.53486 -1.57330 -0.52348 0.002
H -0.79689 -1.89239 1.15263 0.005
```

Computed properties:
* LUMO energy: 0.152 Eh
* gap between HOMO and LUMO: 6.808 eV
* total charge: -1
* E_HOMO: -2.668 eV

=====

(d)
Entry from the Open Molecules 2025 dataset: an isolated ion of composition C3H7O2 and charge -1 (ωB97M-V/def2-TZVPD).

Structure (XYZ):
```
12
Properties=species:S:1:pos:R:3:lowdin_charge:R:1
O 0.66966 -1.42690 1.45089 -0.378
C 0.84988 -0.09385 1.25937 -0.572
C -0.18360 0.49531 0.29613 -0.223
C -0.25523 -0.45063 -0.93976 -0.269
O -0.91603 0.17933 -2.05613 -0.127
H 1.85302 0.18365 0.84256 0.070
H 0.83844 0.46204 2.23345 0.066
H -1.17835 0.58817 0.74320 0.090
H 0.09177 1.47476 -0.12050 0.089
H -0.75607 -1.34879 -0.61257 0.094
H 0.76317 -0.59632 -1.27048 0.106
H -1.77667 0.53324 -1.82614 0.055
```

Computed properties:
* LUMO energy: 0.145 Eh
* gap between HOMO and LUMO: 6.102 eV
* total charge: -1
* E_HOMO: -2.162 eV

=====

How do the energies compare? Relative to the most stable structure, in kcal/mol: (a) 41.7; (b) 26.6; (c) 0.0; (d) 10.9.